# 1
C4H11PS | the ωB97M-V functional and the def2-TZVPD basis

```
17
Properties=species:S:1:pos:R:3
C -1.81 -1.02 -0.86
C -0.72 1.55 -0.51
C -0.36 -0.50 1.49
C 3.08 -0.55 0.36
P -1.70 0.38 0.42
S 2.86 0.50 -0.90
H -2.20 -2.04 -0.51
H -0.72 -1.25 -0.93
H -2.51 -0.65 -1.66
H 0.18 1.79 0.08
H -1.29 2.59 -0.58
H -0.69 1.31 -1.55
H 0.47 -0.64 0.82
H 0.08 0.07 2.36
H -0.73 -1.48 1.91
H 3.15 -1.60 0.06
H 2.89 1.55 0.01
```

Properties
Gap between HOMO and LUMO (eV): 7.92
Relative energy (zero: lowest compared OMol25 entry of this formula, charge and spin) (eV): 4.296
Maximum force (eV/A): 3.5
E_tot (a.u.): -898.3767

# 2
C4H12NP | the ωB97M-V functional and the def2-TZVPD basis

```
18
Properties=species:S:1:pos:R:3
C 3.37 -0.12 -0.37
C -1.16 -1.35 -0.68
C -3.44 1.97 0.05
C 2.25 0.02 0.76
N -1.63 -0.08 -0.39
P -2.79 0.46 0.42
H 2.94 0.21 -1.32
H 4.26 0.23 0.01
H 3.46 -1.19 -0.56
H -2.05 -2.00 -0.90
H -0.47 -1.46 -1.58
H -0.53 -2.03 0.00
H -2.71 2.42 -0.77
H 1.26 -0.07 0.49
H -4.24 2.50 0.51
H 2.44 -0.56 1.67
H 2.38 1.06 1.03
H -3.36 -0.01 1.62
```

Properties
SMILES: C=[PH]=NC.CC
Gap between HOMO and LUMO (eV): 8.59
Relative energy (zero: lowest compared OMol25 entry of this formula, charge and spin) (eV): 4.169
Maximum force (eV/A): 5.1
E_tot (a.u.): -555.5632

# 3
C30H29BiN9O2 | the ωB97M-V functional and the def2-TZVPD basis

```
71
Properties=species:S:1:pos:R:3
Bi 1.23 -0.21 0.26
N 0.29 5.07 0.68
C 0.81 3.97 0.14
N 1.02 2.86 0.78
C 0.82 2.83 2.12
N 1.31 1.88 2.89
N 1.90 0.89 2.23
C 2.82 0.18 2.90
C 3.81 -0.54 2.21
C 4.83 -1.22 2.90
C 5.93 -1.70 2.19
C 5.93 -1.62 0.81
C 4.87 -0.94 0.20
N 3.83 -0.45 0.85
C 0.05 3.89 2.76
C -0.44 3.80 4.07
C -1.45 4.67 4.49
C -1.87 5.72 3.62
C -1.24 5.96 2.40
C -0.32 5.01 1.99
H 0.23 5.91 0.12
H 1.05 3.98 -0.93
H 2.72 0.21 3.99
H 4.74 -1.34 3.97
H 6.70 -2.25 2.73
H 6.71 -2.08 0.23
H 4.82 -0.77 -0.90
H -0.15 3.01 4.70
H -1.92 4.53 5.43
H -2.64 6.40 3.99
H -1.50 6.83 1.78
O -2.40 -1.20 -5.95
C -0.99 -0.94 -6.12
C -0.43 -0.54 -4.75
C 0.90 -0.13 -4.51
C 1.30 0.27 -3.25
N 0.48 0.24 -2.16
C -0.79 -0.15 -2.37
C -1.27 -0.57 -3.65
C -1.79 -0.11 -1.33
C -3.15 -0.41 -1.65
C -4.11 -0.39 -0.63
C -5.48 -0.82 -0.94
O -5.54 -1.07 -2.35
C -3.68 0.02 0.64
C -2.34 0.31 0.88
N -1.38 0.20 -0.06
H -2.78 -1.55 -6.78
H -0.84 -0.11 -6.80
H -0.46 -1.80 -6.53
H 1.66 -0.18 -5.28
H 2.33 0.62 -3.07
H -2.28 -0.92 -3.77
H -3.51 -0.64 -2.63
H -6.15 -0.03 -0.66
H -5.73 -1.68 -0.32
H -6.43 -1.47 -2.54
H -4.39 0.12 1.46
H -2.00 0.63 1.88
C 1.04 -4.23 -1.22
C 0.67 -4.19 0.24
N 0.47 -3.05 0.93
C 0.18 -3.45 2.24
C 0.03 -4.81 2.31
N 0.35 -5.29 1.03
H 0.94 -3.22 -1.67
H 0.36 -4.92 -1.73
H 2.07 -4.58 -1.35
H 0.02 -2.69 3.00
H -0.22 -5.50 3.12
H 0.40 -6.26 0.74
```

Properties
Gap between HOMO and LUMO (spin up / spin down) (eV): 5.78 / 5.78
Charge: +3
Relative energy (zero: lowest compared OMol25 entry of this formula, charge and spin) (eV): 0.377
Maximum force (eV/A): 4.0
E_tot (a.u.): -2017.5644

# 4
C21H27N3O4 | the ωB97M-V functional and the def2-TZVPD basis

```
55
Properties=species:S:1:pos:R:3
O -2.77 -2.85 -6.60
O 2.89 2.96 3.91
O 1.03 -1.47 4.86
N -2.26 3.28 -2.46
O -1.00 -4.16 -7.08
C -1.58 -3.10 -6.48
C 2.43 1.83 3.95
C 0.40 -0.42 4.77
C -1.00 3.30 -2.92
C -2.96 2.14 -2.58
C 1.43 -1.63 -4.69
C 0.63 -2.48 -5.46
C -0.39 2.18 -3.49
C -2.42 0.99 -3.15
C 0.86 -0.50 -4.08
C -1.28 -1.08 -5.02
C -0.74 -2.22 -5.65
C -1.10 0.98 -3.62
C -0.50 -0.21 -4.24
N -0.26 0.11 5.81
N 1.17 1.63 3.56
C 3.31 0.70 4.43
C -0.34 -0.49 7.14
C -0.50 1.21 0.54
C -0.30 -1.56 1.97
C 0.79 0.44 0.90
C 0.71 -0.42 2.18
C 0.38 0.39 3.46
H -1.72 -4.59 -7.56
H -0.43 4.22 -2.83
H -3.98 2.11 -2.22
H 2.48 -1.85 -4.56
H 1.09 -3.35 -5.93
H 0.63 2.27 -3.85
H -3.03 0.10 -3.20
H 1.49 0.14 -3.47
H -2.33 -0.85 -5.17
H -0.71 1.00 5.67
H 0.72 2.48 3.24
H 4.33 1.06 4.52
H 3.29 -0.12 3.72
H 2.96 0.35 5.40
H -0.19 0.27 7.91
H 0.42 -1.27 7.26
H -1.33 -0.94 7.28
H -0.31 1.82 -0.35
H -1.31 0.52 0.33
H -0.79 1.87 1.36
H -0.08 -2.09 1.04
H -0.22 -2.29 2.79
H -1.32 -1.18 1.94
H 1.60 1.16 1.00
H 1.04 -0.20 0.06
H 1.69 -0.88 2.31
H -0.66 0.71 3.35
```

Properties
SMILES: CC[C@H](C)[C@H](NC(C)=O)C(=O)NC.O=C(O)c1cccc(-c2ccncc2)c1
Gap between HOMO and LUMO (eV): 9.36
Relative energy (zero: lowest compared OMol25 entry of this formula, charge and spin) (eV): 0.359
Maximum force (eV/A): 2.0
E_tot (a.u.): -1281.7067

# 5
C5H12N | the ωB97M-V functional and the def2-TZVPD basis

```
18
Properties=species:S:1:pos:R:3
C -0.40 -2.01 -1.03
C -0.31 -0.88 -0.24
C -0.55 -1.22 1.22
C -0.76 1.65 -0.01
C 0.13 0.51 -0.62
N 1.57 0.94 -0.14
H -0.03 -1.93 -2.02
H -0.90 -2.89 -0.53
H 0.11 -0.62 1.75
H -0.23 -2.30 1.27
H -1.60 -1.05 1.49
H -0.66 1.61 0.98
H -1.79 1.54 -0.28
H -0.32 2.60 -0.43
H 0.01 0.61 -1.65
H 2.40 0.40 -0.29
H 1.49 1.17 0.98
H 1.84 1.86 -0.47
```

Properties
SMILES: C=C(C)[C@@H](C)[NH3+]
Gap between HOMO and LUMO (eV): 9.71
Charge: +1
Relative energy (zero: lowest compared OMol25 entry of this formula, charge and spin) (eV): 2.406
Maximum force (eV/A): 4.4
E_tot (a.u.): -252.1427

# 6
C43H36N4O2SV | the ωB97M-V functional and the def2-TZVPD basis

```
87
Properties=species:S:1:pos:R:3
V 0.22 -0.86 1.00
C 4.86 0.50 -3.95
C 4.16 -0.76 -3.40
C 4.88 -2.01 -3.93
C 2.72 -0.76 -3.91
C 4.23 -0.76 -1.88
C 5.49 -0.73 -1.24
C 5.63 -0.72 0.13
C 4.48 -0.74 0.90
S 4.30 -0.69 2.63
C 2.60 -0.73 2.46
N 2.17 -0.80 1.21
C 3.23 -0.78 0.30
C 3.10 -0.79 -1.09
C 1.60 -0.71 3.52
C 1.90 -0.63 4.88
C 0.87 -0.66 5.80
C -0.44 -0.77 5.35
C -0.73 -0.84 3.99
C 0.29 -0.79 3.04
H 4.86 0.48 -5.04
H 5.90 0.57 -3.61
H 4.34 1.40 -3.62
H 4.81 -2.04 -5.02
H 4.42 -2.92 -3.54
H 5.93 -2.02 -3.66
H 2.73 -0.75 -5.00
H 2.17 0.11 -3.57
H 2.19 -1.66 -3.60
H 6.39 -0.71 -1.85
H 6.61 -0.69 0.58
H 2.11 -0.79 -1.53
H 2.93 -0.56 5.22
H 1.08 -0.60 6.86
H -1.25 -0.81 6.07
H -1.77 -0.95 3.69
O 1.29 6.97 1.56
C 0.13 6.45 1.10
O -0.77 7.18 0.78
C 0.00 4.96 1.08
C -1.28 4.43 1.06
C -1.48 3.06 1.02
C -0.38 2.19 0.96
C 0.91 2.73 0.97
C 1.09 4.09 1.03
N -0.54 0.82 0.86
C -1.83 0.24 0.94
C -1.90 -2.39 0.94
C -3.00 -3.22 1.03
C -2.79 -4.46 1.61
C -1.53 -4.82 2.09
C -0.49 -3.92 1.96
N -0.67 -2.74 1.37
H 1.86 6.27 1.91
H -2.12 5.11 1.08
H -2.49 2.67 1.01
H 1.76 2.06 0.91
H 2.11 4.47 1.01
H -2.35 0.35 1.89
H -3.96 -2.90 0.67
H -3.62 -5.15 1.70
H -1.37 -5.78 2.55
H 0.50 -4.14 2.32
N -1.80 -1.12 0.34
C -2.67 -0.12 -0.27
C -4.16 -0.29 -0.12
C -4.84 0.03 1.05
C -6.21 -0.18 1.14
C -6.91 -0.71 0.07
C -6.23 -1.03 -1.10
C -4.87 -0.82 -1.19
C -2.17 0.34 -1.61
C -1.36 -0.47 -2.40
C -0.91 -0.01 -3.63
C -1.27 1.25 -4.08
C -2.09 2.05 -3.30
C -2.55 1.59 -2.07
H -4.33 0.47 1.90
H -6.74 0.09 2.05
H -7.98 -0.87 0.14
H -6.77 -1.44 -1.95
H -4.34 -1.06 -2.11
H -1.08 -1.46 -2.06
H -0.29 -0.65 -4.25
H -0.93 1.61 -5.04
H -2.38 3.04 -3.64
H -3.20 2.22 -1.46
```

Properties
Spin multiplicity: 3
Gap between HOMO and LUMO (spin up / spin down) (eV): 7.01 / 7.41
Charge: +1
Maximum force (eV/A): 1.5
E_tot (a.u.): -3371.7304